Record 1
Molecular formula: C33H74F6O33S9
Method: DFT, ωB97M-V/def2-TZVPD

Output
gap between HOMO and LUMO: 10.7 eV
energy relative to the best compared isomer or geometry (same formula, charge and spin): 0.00 kJ/mol
spin multiplicity: 1
highest occupied orbital energy: -10.55 eV
calculated total energy: -216805.0181 eV

Last column: Löwdin charge in e.
Positions of all 155 atoms, in Å:
C  15.304  12.910  12.497  -0.048
C  15.053  11.740  13.437  -0.150
O  13.750  11.135  13.167  0.067
C  12.786  11.584  13.929  -0.409
O  12.780  12.470  14.736  0.168
C  11.470  10.929  13.552  -0.519
F  10.975  11.222  12.357  0.182
F  11.512  9.612  13.688  0.176
F  10.491  11.323  14.450  0.107
H  15.302  12.591  11.491  0.065
H  16.213  13.488  12.746  0.067
H  14.489  13.674  12.372  0.056
H  15.124  12.045  14.460  0.099
H  15.676  10.913  13.180  0.122
C  10.407  16.660  15.494  -0.038
C  10.682  15.246  15.024  -0.189
O  10.696  14.393  16.192  0.029
C  11.880  14.218  16.761  -0.402
O  12.780  15.004  16.715  0.144
C  11.926  12.984  17.767  -0.527
F  13.155  12.559  17.841  0.195
F  11.563  13.325  19.018  0.153
F  11.024  12.042  17.348  0.133
H  11.114  16.960  16.215  0.053
H  9.411  16.914  15.846  0.089
H  10.537  17.317  14.666  0.060
H  11.639  15.174  14.506  0.111
H  9.936  14.764  14.360  0.119
O  22.399  21.074  11.467  -0.275
S  23.676  21.181  10.824  0.554
O  23.966  22.500  10.285  -0.276
O  24.906  20.719  11.649  -0.244
C  25.626  21.737  12.393  -0.258
C  24.847  22.314  13.565  -0.063
C  23.647  19.890  9.654  -0.108
H  25.982  22.552  11.735  0.121
H  26.546  21.302  12.805  0.123
H  23.994  22.889  13.218  0.073
H  25.609  22.903  14.120  0.101
H  24.496  21.427  14.084  0.080
H  24.616  19.892  9.083  0.107
H  22.827  20.065  9.060  0.010
H  23.440  18.984  10.232  0.083
O  17.644  12.619  14.818  -0.288
S  18.283  13.910  14.904  0.609
O  18.219  14.771  13.723  -0.316
O  17.731  14.609  16.235  -0.268
C  16.354  15.107  16.144  -0.227
C  16.271  15.901  17.415  -0.057
C  20.028  13.740  15.270  -0.098
H  15.664  14.256  16.140  0.117
H  16.191  15.690  15.194  0.128
H  15.224  16.054  17.540  0.057
H  16.846  16.830  17.424  0.089
H  16.598  15.303  18.225  0.074
H  20.389  14.666  15.669  0.047
H  20.476  13.581  14.300  0.069
H  20.130  12.895  15.963  0.079
O  20.617  19.221  8.635  -0.273
S  19.507  18.817  9.450  0.568
O  18.970  19.690  10.465  -0.264
O  18.322  18.288  8.577  -0.241
C  18.224  18.876  7.228  -0.250
C  16.881  18.530  6.665  -0.084
C  19.935  17.323  10.235  -0.115
H  19.052  18.510  6.634  0.115
H  18.229  20.016  7.238  0.118
H  16.691  17.456  6.819  0.085
H  16.819  18.980  5.637  0.111
H  16.080  19.015  7.215  0.056
H  19.175  16.983  10.990  0.100
H  20.878  17.528  10.731  0.063
H  20.065  16.557  9.495  0.071
O  17.207  25.479  11.777  -0.236
S  16.060  26.244  11.564  0.530
O  15.329  25.899  10.359  -0.292
O  15.082  26.331  12.747  -0.240
C  14.096  25.294  12.906  -0.239
C  13.087  25.797  13.908  -0.061
C  16.495  27.936  11.450  -0.119
H  14.585  24.486  13.414  0.078
H  13.673  25.056  11.954  0.117
H  12.578  26.736  13.605  0.088
H  13.580  26.025  14.878  0.090
H  12.362  24.977  14.095  0.094
H  17.211  28.020  10.654  0.066
H  16.997  28.340  12.372  0.101
H  15.594  28.518  11.227  0.078
O  11.770  14.853  9.881  -0.267
S  11.725  15.181  11.267  0.586
O  12.285  14.239  12.178  -0.281
O  12.455  16.634  11.401  -0.281
C  13.576  16.879  10.425  -0.192
C  14.708  15.933  10.745  -0.055
C  10.106  15.589  11.888  -0.105
H  13.753  17.901  10.542  0.080
H  13.055  16.803  9.449  0.126
H  15.207  16.040  11.699  0.091
H  15.407  16.097  9.936  0.082
H  14.312  14.952  10.548  0.055
H  9.461  15.966  11.083  0.085
H  10.184  16.318  12.717  0.059
H  9.802  14.594  12.264  0.074
O  16.390  21.354  7.734  -0.289
S  16.841  22.401  8.628  0.600
O  16.594  22.227  10.032  -0.281
O  18.373  22.602  8.275  -0.261
C  19.290  22.846  9.406  -0.205
C  20.733  22.671  8.861  -0.025
C  16.239  24.007  8.169  -0.099
H  18.981  22.147  10.100  0.047
H  19.162  23.906  9.794  0.144
H  21.393  22.836  9.708  0.060
H  21.013  23.386  8.089  0.087
H  20.673  21.638  8.542  0.053
H  15.177  24.067  8.342  0.075
H  16.503  24.057  7.153  0.055
H  16.752  24.692  8.835  0.054
O  13.057  20.852  13.359  -0.283
S  14.490  21.003  13.547  0.572
O  14.976  22.367  13.655  -0.293
O  15.070  20.306  14.789  -0.269
C  14.384  18.960  15.143  -0.151
C  13.563  19.208  16.393  -0.057
C  15.275  20.032  12.291  -0.102
H  15.197  18.210  15.340  0.112
H  13.795  18.782  14.263  0.084
H  14.135  19.757  17.160  0.096
H  13.323  18.218  16.823  0.077
H  12.648  19.708  16.226  0.061
H  16.348  19.812  12.418  0.080
H  15.164  20.510  11.284  0.081
H  14.629  19.146  12.240  0.049
C  17.434  23.290  14.226  -0.161
C  17.927  22.695  12.945  -0.193
O  19.253  23.080  12.717  -0.162
S  19.793  23.971  13.891  0.593
O  19.829  25.394  13.676  -0.224
O  20.950  23.292  14.419  -0.254
O  18.626  23.715  14.879  -0.172
H  16.988  22.645  14.971  0.129
H  16.813  24.148  14.114  0.103
H  17.230  23.079  12.174  0.109
H  17.935  21.655  12.995  0.106
C  20.806  19.845  14.448  -0.046
C  20.360  19.425  13.034  -0.141
O  19.301  18.389  13.110  -0.205
S  18.973  18.235  14.653  0.534
O  19.727  17.182  15.249  -0.219
O  17.543  18.291  14.719  -0.238
O  19.513  19.570  15.149  -0.186
H  20.960  20.955  14.565  0.134
H  21.568  19.276  14.867  0.102
H  21.106  19.071  12.367  0.089
H  19.880  20.251  12.493  0.102

---

Record 2
Molecular formula: C33H74NO9
Method: DFT, ωB97M-V/def2-TZVPD

Output
gap between HOMO and LUMO (alpha / beta): 8.3 / 9.4 eV
spin multiplicity: 2
highest occupied orbital energy (alpha / beta): -7.84 / -8.91 eV
calculated total energy: -55335.2142 eV

Last column: Löwdin charge in e.
Positions of all 117 atoms, in Å:
C  2.629  -3.363  2.369  -0.027
C  3.165  -3.536  0.939  -0.455
C  4.693  -3.744  1.109  -0.038
C  2.978  -2.274  0.072  -0.079
C  1.621  -2.131  -0.664  -0.250
C  0.728  -1.198  0.178  -0.145
C  -0.761  -1.088  -0.205  -0.110
C  -1.584  -1.784  0.860  -0.238
C  -1.430  -1.531  2.217  -0.071
C  -2.149  -2.203  3.201  -0.076
C  -3.087  -3.171  2.830  -0.095
C  -3.255  -3.431  1.477  -0.101
C  -2.523  -2.758  0.505  -0.053
C  1.018  -3.471  -1.106  -0.070
C  1.244  -4.681  -0.195  -0.468
C  0.981  -5.945  -1.037  -0.035
C  0.209  -4.728  0.937  -0.020
N  2.638  -4.766  0.293  -0.107
O  3.449  -5.264  -0.570  -0.007
H  3.269  -2.704  2.942  0.081
H  1.620  -2.961  2.401  0.051
H  2.571  -4.351  2.825  0.093
H  5.234  -3.585  0.187  0.077
H  4.857  -4.740  1.513  0.088
H  5.030  -3.044  1.869  0.077
H  3.094  -1.397  0.709  0.118
H  3.789  -2.221  -0.645  0.099
H  1.832  -1.587  -1.579  0.115
H  1.172  -0.221  0.015  0.087
H  0.866  -1.430  1.229  0.083
H  -1.065  -0.043  -0.181  0.094
H  -0.988  -1.481  -1.190  0.111
H  -0.701  -0.797  2.540  0.114
H  -1.948  -1.970  4.236  0.099
H  -3.641  -3.695  3.595  0.095
H  -3.980  -4.180  1.182  0.102
H  -2.685  -3.005  -0.535  0.114
H  -0.054  -3.409  -1.290  0.113
H  1.474  -3.723  -2.064  0.123
H  -0.084  -6.002  -1.251  0.086
H  1.477  -5.871  -1.999  0.075
H  1.322  -6.840  -0.528  0.090
H  0.434  -5.590  1.565  0.098
H  -0.758  -4.919  0.484  0.065
H  0.136  -3.805  1.499  0.058
C  -3.461  1.888  0.943  -0.084
C  -2.735  2.679  -0.122  -0.311
O  -3.649  3.305  -1.025  -0.090
H  -4.092  1.122  0.492  0.072
H  -2.745  1.402  1.609  0.073
H  -4.115  2.530  1.537  0.072
H  -2.104  2.021  -0.718  0.098
H  -2.097  3.451  0.324  0.111
H  -4.205  3.899  -0.510  0.076
C  3.331  3.574  -0.747  -0.085
C  2.358  2.553  -0.192  -0.292
O  2.903  1.232  -0.264  -0.101
H  3.581  3.344  -1.778  0.045
H  2.911  4.580  -0.707  0.078
H  4.262  3.564  -0.174  0.076
H  1.436  2.547  -0.775  0.112
H  2.107  2.778  0.849  0.104
H  3.713  1.223  0.257  0.096
C  4.811  0.771  -4.170  -0.085
C  3.996  -0.479  -3.893  -0.307
O  3.860  -0.720  -2.497  -0.096
H  5.802  0.684  -3.722  0.078
H  4.924  0.938  -5.242  0.073
H  4.329  1.648  -3.730  0.057
H  4.485  -1.357  -4.314  0.113
H  3.001  -0.393  -4.346  0.111
H  3.418  0.044  -2.101  0.057
C  -7.924  -0.225  2.469  -0.092
C  -6.518  0.304  2.252  -0.328
O  -6.248  1.443  3.068  -0.089
H  -8.659  0.551  2.252  0.075
H  -8.122  -1.085  1.829  0.074
H  -8.066  -0.529  3.509  0.072
H  -6.386  0.619  1.219  0.103
H  -5.778  -0.474  2.467  0.107
H  -6.347  1.176  3.986  0.079
C  -4.378  6.914  -2.299  -0.093
C  -5.494  6.131  -2.968  -0.328
O  -4.987  5.077  -3.776  -0.081
H  -3.705  7.329  -3.049  0.075
H  -4.778  7.732  -1.695  0.072
H  -3.785  6.263  -1.652  0.059
H  -6.072  6.778  -3.626  0.109
H  -6.175  5.717  -2.214  0.106
H  -4.483  4.489  -3.203  0.060
C  -3.905  -8.004  2.968  -0.093
C  -2.772  -8.176  1.972  -0.319
O  -2.555  -6.993  1.212  -0.095
H  -4.826  -7.734  2.451  0.074
H  -4.076  -8.922  3.533  0.072
H  -3.678  -7.202  3.675  0.069
H  -3.007  -8.963  1.258  0.111
H  -1.848  -8.450  2.493  0.109
H  -2.329  -6.277  1.815  0.056
C  4.242  6.587  2.197  -0.090
C  3.299  5.537  2.754  -0.320
O  3.869  4.232  2.699  -0.093
H  4.503  6.351  1.165  0.069
H  3.788  7.578  2.227  0.075
H  5.171  6.615  2.772  0.073
H  2.382  5.498  2.168  0.107
H  3.033  5.774  3.790  0.108
H  4.676  4.239  3.222  0.081
C  3.019  6.687  -4.723  -0.092
C  4.223  6.277  -3.895  -0.313
O  4.158  4.906  -3.508  -0.099
H  2.098  6.514  -4.165  0.075
H  3.071  7.742  -4.996  0.074
H  2.962  6.096  -5.640  0.072
H  4.267  6.855  -2.973  0.110
H  5.148  6.454  -4.453  0.108
H  4.131  4.377  -4.312  0.078